{
  "formula": "C27H44N6O3PRe",
  "method": "ωB97M-V with the def2-TZVPD basis set",
  "species": ["Re", "N", "C", "C", "C", "C", "C", "C", "H", "H", "H", "H", "H", "O", "P", "C", "C", "C", "C", "C", "C", "C", "C", "C", "C", "C", "C", "C", "C", "C", "C", "C", "C", "H", "H", "H", "H", "H", "H", "H", "H", "H", "H", "H", "H", "H", "H", "H", "H", "H", "H", "H", "H", "H", "H", "H", "H", "H", "H", "H", "H", "H", "H", "H", "H", "H", "C", "C", "O", "O", "H", "H", "H", "N", "N", "N", "C", "N", "N", "H", "H", "H"],
  "positions_angstrom": [[2.10888, -1.11285, 1.38417], [1.42152, -2.41364, 0.44692], [0.88713, -3.48804, -0.25001], [0.28124, -4.54372, 0.42768], [-0.26898, -5.59617, -0.28209], [-0.22025, -5.60979, -1.66971], [0.38795, -4.56234, -2.34773], [0.93853, -3.50460, -1.64518], [0.26616, -4.52117, 1.51133], [-0.73721, -6.41323, 0.25097], [-0.64554, -6.43910, -2.21924], [0.43655, -4.57368, -3.42960], [1.42556, -2.67745, -2.14964], [1.07836, 0.86861, 0.64933], [-0.31015, 1.11107, 0.06320], [-0.97539, 2.62143, 0.82595], [-2.46580, 2.89943, 0.54990], [-2.78913, 4.33228, 0.97217], [-2.07113, 5.34316, 0.05552], [-0.78843, 4.74940, -0.54809], [-0.09032, 3.84574, 0.46705], [-1.39164, -0.29178, 0.51340], [-2.78245, -0.44592, -0.15090], [-3.78574, -1.12169, 0.79723], [-3.10332, -2.23428, 1.58892], [-2.02746, -1.65755, 2.53013], [-1.52706, -0.28831, 2.04965], [-0.11775, 1.36622, -1.73899], [-1.38941, 1.27076, -2.62152], [-1.45414, -0.07202, -3.35282], [-0.28938, -0.21287, -4.34134], [0.99694, 0.42365, -3.78542], [0.99358, 0.42797, -2.25853], [-0.85240, 2.40508, 1.89132], [-3.09092, 2.19262, 1.09729], [-2.69833, 2.78878, -0.51190], [-2.46680, 4.46915, 2.00873], [-3.86616, 4.49839, 0.94955], [-1.82393, 6.23910, 0.62746], [-2.73667, 5.65559, -0.75096], [-0.11670, 5.54996, -0.85896], [-1.03380, 4.17362, -1.44634], [0.10164, 4.42465, 1.37301], [0.88531, 3.52037, 0.09906], [-0.75818, -1.14770, 0.25066], [-2.68479, -1.06600, -1.04071], [-3.18784, 0.51113, -0.47077], [-4.60827, -1.52605, 0.20653], [-4.22153, -0.38819, 1.48256], [-2.64292, -2.92775, 0.87649], [-3.84046, -2.80063, 2.15847], [-1.17487, -2.33992, 2.58332], [-2.42032, -1.55451, 3.54336], [-0.56870, -0.07040, 2.52254], [-2.22613, 0.49500, 2.35441], [0.26618, 2.39032, -1.78708], [-1.36220, 2.07082, -3.36610], [-2.29286, 1.42103, -2.03870], [-2.40415, -0.16037, -3.88110], [-1.41485, -0.88521, -2.62489], [-0.54889, 0.26287, -5.28846], [-0.12354, -1.27151, -4.55197], [1.08354, 1.45798, -4.13102], [1.87404, -0.10753, -4.15885], [1.95212, 0.77990, -1.88434], [0.85455, -0.58851, -1.87644], [2.34219, -0.39058, 5.29645], [2.21048, -0.58201, 3.83056], [1.29219, -1.30801, 3.33794], [3.02583, -0.05923, 2.98744], [1.35706, -0.34913, 5.75595], [2.91510, 0.50638, 5.51484], [2.87163, -1.25390, 5.70520], [7.17728, -0.68055, 0.70427], [5.87244, -0.45299, 0.37835], [5.49400, 0.66973, -0.20995], [4.18610, 0.51423, -0.24278], [3.81763, -0.66120, 0.29630], [4.93994, -1.26637, 0.70694], [7.80398, -0.20985, 0.06921], [7.35513, -1.65957, 0.87311], [3.49619, 1.23149, -0.65270]],
  "atomic_forces_ev_per_a": [[-1.3, -1.6, -1.6], [0.8, 1.0, 1.1], [-0.2, -0.1, -0.2], [0.1, 0.1, 0.3], [0.0, 0.0, 0.0], [0.0, 0.0, 0.0], [0.0, 0.0, -0.1], [0.1, 0.3, 0.1], [-0.1, 0.0, 0.0], [0.0, 0.0, 0.0], [0.0, 0.0, 0.0], [0.0, 0.0, 0.0], [0.0, -0.1, -0.1], [0.7, -0.4, 0.4], [-0.4, -0.1, 0.0], [0.1, 0.0, -0.2], [0.0, 0.1, 0.1], [0.1, 0.0, -0.1], [0.0, -0.1, 0.0], [-0.1, 0.0, 0.1], [-0.1, 0.0, -0.1], [0.1, 0.2, 0.0], [0.0, 0.0, 0.1], [0.1, -0.1, 0.0], [0.0, 0.1, 0.0], [0.0, 0.0, -0.1], [0.0, -0.2, 0.0], [0.0, -0.2, 0.1], [0.1, -0.1, 0.0], [0.1, 0.1, -0.1], [0.0, 0.0, 0.1], [-0.1, -0.1, 0.0], [0.0, 0.1, -0.1], [0.0, 0.0, 0.0], [0.0, 0.0, 0.0], [0.0, 0.0, 0.0], [0.0, 0.0, 0.0], [0.0, 0.0, 0.0], [0.0, 0.0, 0.0], [0.0, 0.0, 0.0], [0.0, 0.0, -0.1], [0.0, 0.0, 0.0], [0.0, 0.0, 0.0], [0.0, 0.0, 0.1], [-0.1, -0.1, 0.0], [0.0, 0.0, 0.0], [0.0, 0.0, 0.0], [0.0, 0.0, 0.0], [0.0, 0.0, 0.0], [0.0, 0.0, 0.0], [0.0, -0.1, 0.0], [0.0, 0.0, 0.1], [0.0, 0.0, 0.0], [-0.1, 0.0, 0.0], [0.0, 0.0, 0.0], [0.0, 0.0, -0.1], [0.0, 0.0, 0.0], [0.0, 0.1, 0.0], [0.0, -0.1, 0.1], [0.0, 0.0, 0.0], [0.0, 0.0, 0.0], [0.0, 0.0, 0.0], [0.0, 0.0, 0.0], [0.0, 0.0, 0.0], [0.0, -0.1, 0.0], [0.0, 0.0, 0.0], [0.0, 0.1, 0.0], [0.0, 0.2, -0.1], [-0.1, 0.3, 0.0], [-0.2, -0.1, 0.3], [0.0, 0.0, 0.0], [0.0, 0.0, 0.0], [0.0, 0.0, 0.0], [0.0, 0.2, 0.4], [0.2, -0.1, -0.1], [0.1, 0.0, 0.0], [0.0, -0.1, -0.1], [0.3, 0.7, 0.2], [-0.1, 0.0, -0.2], [-0.1, -0.1, -0.2], [-0.1, -0.1, -0.2], [0.0, 0.0, 0.1]],
  "s2": 0.763,
  "orbital_gap_ev": [7.38, 7.73],
  "homo_ev": [-10.311, -10.488],
  "e_lumo_ev": [-2.93, -2.76],
  "relative_energy_kcal_mol": 11.4,
  "total_charge": 1,
  "multiplicity": 2
}